Density functional theory data (wB97M-V/def2-TZVPD) for one molecule with the formula C6H9OP at a distorted geometry.

Values from the calculation:
relative energy (zero: lowest compared OMol25 entry of this formula, charge and spin)	87.9	kcal per mole
Kohn-Sham gap	8.74	eV

Each line ends with the Mulliken charge.
Cartesian coordinates (Å):
C -0.23 0.59 1.30  -0.611
C 1.08 0.42 1.38  -0.236
C -1.23 2.18 -0.44  -0.551
C -0.90 0.74 -0.01  1.300
C -1.81 -0.36 -0.45  -1.635
C 1.88 -1.32 -0.37  -0.965
O 0.16 0.95 -0.92  -0.330
P 1.78 0.50 -0.28  -0.041
H -0.89 0.66 2.20  0.335
H 1.72 0.20 2.29  0.360
H -1.55 2.14 -1.52  0.210
H -1.76 -1.34 -0.18  0.433
H -1.87 -0.22 -1.56  0.356
H -2.76 -0.12 0.00  0.381
H 2.36 -1.41 -1.39  0.287
H 1.15 -2.01 -0.27  0.382
H 2.86 -1.59 0.22  0.323